No. 1
Below is a structure of composition C3H2FeO2 in a non-equilibrium geometry, with properties calculated with ωB97M-V/def2-TZVPD.

Output
DFT total energy   -41598.31398 eV
Total charge   +2
Molar mass   125.9 g mol⁻¹
Spin multiplicity   5
Frontier orbital gap (alpha / beta)   0.2848 / 0.2379 Eh
ΔE to the lowest compared entry with this formula, charge and spin   135.7 kJ/mol
Largest force on an atom   1.767 eV/Å

XYZ file:
```
8
Properties=species:S:1:pos:R:3:forces:R:3
H -0.303 1.694 0.793 0.0 -0.1 0.0
C -0.264 0.790 0.199 0.2 -0.9 -0.5
C -0.713 0.157 -0.846 1.2 -0.4 1.2
Fe -2.036 0.583 -2.290 0.3 -0.3 0.2
O 0.913 -0.257 0.890 -1.0 0.8 -0.5
H 1.232 -0.179 1.814 0.3 -0.2 0.1
O 0.208 -1.366 -0.765 -0.6 0.8 -0.2
C 0.964 -1.422 0.204 -0.4 0.3 -0.3
```
Forces are in eV/Å.

Here are the Löwdin charges for atoms 1 to 4, given in e: 0.14, 0.10, -0.11, 1.48

---

No. 2
Below is the molecule C9H17NO4S, with properties calculated with ωB97M-V/def2-TZVPD.

Output
DFT total energy   -30124.61123 eV
SMILES string   CCCCNC(=O)O[C@@H]1CCS(=O)(=O)C1
Molar mass   235.3 g mol⁻¹
Spin multiplicity   1
Frontier orbital gap   0.3891 Eh
ΔE to the lowest compared entry with this formula, charge and spin   0.8 kJ/mol
Largest force on an atom   0.782 eV/Å

XYZ file:
```
32
Properties=species:S:1:pos:R:3:forces:R:3
C 2.996 2.405 2.151 0.1 -0.2 0.1
C 2.847 1.736 3.514 -0.1 0.2 0.0
C 1.516 2.044 4.208 0.0 -0.4 -0.1
H 1.638 1.912 5.285 -0.1 0.1 0.0
C 0.364 1.135 3.776 0.1 0.1 0.3
N 0.000 1.298 2.388 -0.1 0.3 0.0
C 0.173 0.328 1.474 -0.2 0.3 -0.3
O 0.537 -0.799 1.689 0.2 -0.4 0.0
O -0.137 0.802 0.228 0.0 0.1 0.1
C -0.041 -0.149 -0.825 0.4 0.0 -0.1
C -1.240 -1.084 -0.867 0.2 -0.1 -0.5
H -1.110 -1.973 -0.261 0.0 -0.1 -0.1
H -2.156 -0.562 -0.603 -0.1 0.1 -0.1
S -1.366 -1.553 -2.629 0.0 -0.2 -0.2
O -2.649 -1.156 -3.140 -0.2 0.5 0.0
O -0.972 -2.919 -2.825 0.4 -0.2 0.2
C -0.073 -0.420 -3.256 -0.5 -0.4 0.4
C 0.003 0.610 -2.155 0.2 0.3 0.5
H -0.864 1.271 -2.200 0.0 0.1 0.0
H 0.906 1.219 -2.211 0.0 0.0 0.0
H 0.840 -1.000 -3.360 0.1 -0.1 0.0
H -0.387 -0.016 -4.211 -0.1 -0.1 -0.1
H 0.877 -0.734 -0.683 -0.2 0.1 -0.1
H -0.270 2.212 2.062 0.0 -0.1 -0.1
H 0.643 0.086 3.899 -0.1 0.1 0.1
H -0.514 1.342 4.398 0.1 -0.1 0.0
H 1.244 3.087 4.032 0.0 0.1 0.1
H 3.661 2.082 4.155 0.0 -0.1 0.0
H 2.951 0.656 3.401 0.1 -0.1 0.1
H 3.990 2.216 1.752 0.1 0.0 -0.1
H 2.270 2.024 1.439 0.0 0.0 -0.1
H 2.866 3.482 2.238 0.0 0.1 0.0
```
Forces are in eV/Å.

Here are the Löwdin charges for atoms 1 to 4, given in e: -0.10, -0.25, -0.20, 0.11

---

No. 3
Below is the ion HI3OP with charge +1 in a non-equilibrium geometry, with properties calculated with ωB97M-V/def2-TZVPD.

Output
DFT total energy   -35647.21270 eV
Total charge   +1
Molar mass   428.7 g mol⁻¹
Spin multiplicity   1
Frontier orbital gap   0.2719 Eh
ΔE to the lowest compared entry with this formula, charge and spin   143.7 kJ/mol
Largest force on an atom   5.492 eV/Å

XYZ file:
```
6
Properties=species:S:1:pos:R:3:forces:R:3
O 0.712 1.382 -0.329 -1.9 -5.2 0.1
P -0.230 -0.223 0.166 1.1 3.5 -0.2
I 0.330 -2.123 -1.301 -0.3 1.3 0.8
I -2.633 0.508 0.089 1.8 -0.7 0.0
I 0.601 -0.495 2.440 -0.5 0.0 -1.2
H 1.221 0.950 -1.065 -0.1 1.1 0.5
```
Forces are in eV/Å.

Here are the Löwdin charges for atoms 1 to 4, given in e: -0.40, -0.36, 0.58, 0.56

---

No. 4
Below is a structure of composition C29H26NO4P2Sn in a non-equilibrium geometry, with properties calculated with ωB97M-V/def2-TZVPD.

Output
DFT total energy   -64583.22561 eV
Total charge   +1
Molar mass   633.2 g mol⁻¹
Spin multiplicity   1
Frontier orbital gap   0.3388 Eh
Largest force on an atom   1.279 eV/Å

XYZ file:
```
63
Properties=species:S:1:pos:R:3:forces:R:3
Sn -1.988 0.293 -2.405 -0.4 -0.2 0.4
O 0.551 -0.107 -2.166 -0.2 0.0 0.0
P 1.625 -0.528 -1.209 0.2 -0.2 0.1
C 0.918 -1.151 0.374 -0.2 0.3 -0.2
P -0.582 -0.217 0.824 0.5 0.0 0.4
O -1.632 -0.326 -0.254 -0.6 0.3 -1.1
C -1.227 -0.882 2.361 0.1 0.1 -0.2
C -0.578 -1.852 3.117 0.0 0.0 -0.1
C -1.167 -2.319 4.282 0.0 0.0 0.1
C -2.395 -1.817 4.690 0.0 0.0 0.0
C -3.037 -0.839 3.941 0.0 0.0 0.0
C -2.457 -0.370 2.776 0.0 0.0 0.0
C -0.056 1.474 1.132 -0.1 -0.2 0.1
C 0.688 1.721 2.286 0.0 0.0 0.0
C 1.123 3.004 2.564 0.0 0.0 0.0
C 0.816 4.042 1.693 0.0 0.0 0.0
C 0.073 3.798 0.547 0.0 0.1 0.0
C -0.367 2.514 0.269 0.0 -0.1 0.0
C 2.730 0.842 -0.823 0.0 -0.3 0.1
C 3.609 0.808 0.257 0.0 0.0 0.0
C 4.467 1.872 0.479 0.1 0.0 0.1
C 4.458 2.964 -0.378 0.0 0.0 0.0
C 3.594 2.992 -1.463 0.1 0.0 0.0
C 2.729 1.932 -1.687 -0.1 0.0 -0.1
C 2.557 -1.929 -1.851 -0.1 0.2 0.1
C 3.472 -2.627 -1.065 0.0 0.0 0.0
C 4.106 -3.744 -1.579 0.1 0.0 0.1
C 3.832 -4.165 -2.875 0.0 0.0 0.0
C 2.936 -3.461 -3.665 0.0 0.0 0.0
C 2.296 -2.342 -3.154 -0.1 0.1 0.0
H 1.652 -1.099 1.180 0.0 0.0 0.0
H 0.631 -2.192 0.212 0.0 0.0 0.0
H 0.376 -2.257 2.800 0.0 0.0 0.0
H -0.666 -3.075 4.871 0.0 0.0 0.0
H -2.856 -2.197 5.592 0.0 0.0 0.0
H -3.989 -0.442 4.268 0.0 0.0 0.0
H -2.956 0.382 2.176 0.0 0.0 0.0
H 0.909 0.910 2.973 0.0 0.0 0.0
H 1.684 3.199 3.468 0.0 0.0 0.0
H 1.142 5.048 1.920 0.0 0.0 0.0
H -0.175 4.612 -0.121 0.0 0.0 0.0
H -0.966 2.325 -0.614 0.0 0.1 0.0
H 3.634 -0.044 0.927 0.0 0.0 0.0
H 5.151 1.846 1.317 0.0 0.0 0.0
H 5.134 3.791 -0.203 0.0 0.0 0.0
H 3.600 3.836 -2.140 0.0 0.0 0.0
H 2.050 1.942 -2.529 0.0 0.0 0.0
H 3.694 -2.302 -0.054 0.0 0.0 0.0
H 4.812 -4.292 -0.970 0.0 0.0 0.0
H 4.321 -5.047 -3.268 0.0 0.0 0.0
H 2.730 -3.785 -4.676 0.0 0.0 0.0
H 1.588 -1.785 -3.754 0.0 0.0 0.0
O -3.731 -1.236 -2.952 0.5 0.0 0.2
C -4.590 -0.499 -2.409 -0.2 0.2 0.1
C -6.071 -0.735 -2.300 -0.1 0.0 0.0
C -6.539 0.468 -1.472 0.0 0.0 0.0
C -5.273 1.287 -1.219 0.0 0.2 0.1
O -5.180 2.311 -0.595 -0.1 -0.2 -0.1
N -4.203 0.638 -1.835 0.6 -0.2 0.1
H -6.257 -1.695 -1.822 0.0 0.0 0.0
H -6.513 -0.774 -3.296 0.0 0.0 0.0
H -6.966 0.187 -0.511 0.0 0.0 0.0
H -7.270 1.092 -1.983 0.0 0.0 0.0
```
Forces are in eV/Å.

Here are the Löwdin charges for atoms 1 to 4, given in e: 1.53, -0.52, 0.75, -0.28